9 unconnected molecules or ions with the total composition C42H99N3O12, computed with ωB97M-V with the def2-TZVPD basis set.

Geometry as XYZ:
```
156
Properties=species:S:1:pos:R:3:lowdin_charge:R:1
C 2.4742 -1.6247 -4.2298 -0.03
C 3.7693 -1.2726 -4.9572 -0.56
C 3.8571 -2.0157 -6.2666 -0.04
C 3.7068 0.2112 -5.2830 -0.15
C 3.9844 1.0742 -4.0574 -0.15
C 5.3755 0.6626 -3.4603 -0.13
C 5.4338 -0.7524 -3.0509 -0.55
C 6.9138 -1.0871 -2.8182 -0.03
C 4.7185 -1.0204 -1.7626 -0.03
N 5.0107 -1.5503 -4.2493 -0.06
O 5.0927 -2.9576 -3.9715 -0.02
H 1.6808 -1.6912 -4.9749 0.09
H 2.4977 -2.5920 -3.7078 0.08
H 2.1874 -0.8894 -3.4830 0.06
H 3.6546 -3.0796 -6.1896 0.08
H 3.1399 -1.5974 -6.9905 0.09
H 4.8419 -1.7950 -6.6904 0.10
H 4.4550 0.4940 -6.0323 0.12
H 2.7228 0.4233 -5.7599 0.13
H 4.0991 2.0994 -4.4081 0.11
H 3.1848 1.1454 -3.3146 0.09
H 5.6756 1.2816 -2.6236 0.11
H 6.0893 0.7948 -4.2869 0.13
H 7.0850 -2.1519 -2.6490 0.08
H 7.3853 -0.4966 -2.0325 0.09
H 7.4232 -0.8436 -3.7589 0.09
H 4.9148 -2.0810 -1.6043 0.08
H 3.6447 -0.8202 -1.6860 0.07
H 5.1684 -0.4791 -0.9285 0.08
H 4.4411 -3.1471 -3.2891 0.07
C -5.5663 1.6961 -1.1473 -0.02
C -4.0507 1.6228 -0.8907 -0.53
C -3.8297 0.4453 0.0638 -0.04
C -3.3115 1.3270 -2.1422 -0.17
C -3.1226 2.5046 -3.0698 -0.17
C -2.4680 3.6610 -2.3218 -0.13
C -3.2550 4.0503 -1.0578 -0.51
C -2.3215 4.9943 -0.2606 -0.04
C -4.5302 4.8280 -1.3836 -0.03
N -3.3964 2.8083 -0.2658 -0.03
O -4.1865 3.1533 0.9250 -0.04
H -5.8454 2.3186 -2.0053 0.07
H -5.9632 0.6977 -1.3383 0.09
H -6.0234 2.0086 -0.2060 0.09
H -2.8064 0.3446 0.4293 0.06
H -4.4498 0.5401 0.9630 0.08
H -4.1619 -0.4657 -0.4200 0.09
H -2.3214 0.9550 -1.8712 0.10
H -3.7902 0.4969 -2.6735 0.13
H -2.5307 2.1630 -3.9288 0.11
H -4.0704 2.8309 -3.5048 0.11
H -2.3474 4.5314 -2.9750 0.12
H -1.4364 3.4346 -2.0072 0.11
H -2.1852 5.9481 -0.7882 0.09
H -1.3337 4.5387 -0.2064 0.07
H -2.6696 5.2858 0.7359 0.08
H -5.2336 4.3479 -2.0654 0.07
H -4.1896 5.7785 -1.8071 0.08
H -5.0144 5.1344 -0.4561 0.08
H -3.5338 3.1608 1.6321 0.06
C -4.9162 -6.4681 2.5901 -0.03
C -3.5011 -5.8940 2.5744 -0.54
C -2.5572 -6.7654 3.4408 -0.02
C -2.9860 -5.8386 1.1449 -0.16
C -1.8012 -4.9686 0.9568 -0.19
C -2.1561 -3.5688 1.4047 -0.15
C -2.6181 -3.4884 2.8553 -0.52
C -1.4103 -3.5912 3.8115 0.00
C -3.2993 -2.1467 2.9983 -0.04
N -3.6621 -4.5098 3.0055 -0.06
O -4.1115 -4.4526 4.4153 -0.02
H -5.5522 -5.8499 1.9516 0.09
H -4.8993 -7.5084 2.2285 0.09
H -5.3111 -6.5276 3.6010 0.08
H -2.6381 -7.7745 3.0317 0.08
H -1.5133 -6.4629 3.3876 0.07
H -2.8961 -6.8176 4.4860 0.09
H -2.7116 -6.8560 0.8207 0.13
H -3.7773 -5.4302 0.5015 0.13
H -0.9388 -5.3756 1.5044 0.11
H -1.5075 -5.0202 -0.0881 0.10
H -2.9304 -3.1218 0.7608 0.12
H -1.2911 -2.8918 1.2725 0.12
H -1.6648 -4.2304 4.6649 0.07
H -1.0022 -2.6868 4.2673 0.08
H -0.5773 -4.0752 3.2789 0.08
H -2.6604 -1.4367 2.4619 0.06
H -3.4349 -1.7897 4.0090 0.08
H -4.2674 -2.1750 2.4967 0.10
H -3.3467 -4.7252 4.9342 0.06
C 0.4078 5.9496 2.6866 -0.05
C 0.7621 4.5361 3.0272 -0.49
C 0.7643 4.2221 4.4964 -0.04
O -0.1065 3.6495 2.3397 -0.08
H 0.4385 6.0903 1.5965 0.09
H 1.0832 6.6830 3.1162 0.08
H -0.5913 6.2051 3.0697 0.09
H 1.7750 4.3291 2.6515 0.14
H 1.3556 4.9387 5.0719 0.09
H 1.2041 3.2257 4.6045 0.07
H -0.2356 4.1674 4.9239 0.07
H -0.9299 3.5021 2.8242 0.04
C -1.3431 -2.1539 -3.4170 -0.06
C -2.3028 -3.2393 -3.9164 -0.47
C -2.3554 -4.4312 -2.9912 -0.06
O -3.6654 -2.7140 -3.9557 -0.07
H -1.3017 -1.2698 -4.0573 0.08
H -0.3060 -2.4744 -3.3127 0.07
H -1.7299 -1.8022 -2.4594 0.07
H -2.0270 -3.5970 -4.9157 0.13
H -1.3782 -4.9057 -2.9424 0.08
H -3.0665 -5.1716 -3.3683 0.09
H -2.6744 -4.0974 -1.9998 0.07
H -3.6666 -1.9219 -4.5026 0.08
C 0.6077 0.8261 -1.3255 -0.04
C 0.3539 1.3029 0.0932 -0.43
C 0.7446 0.2459 1.1239 -0.03
O 1.1802 2.4998 0.2640 -0.07
H 1.6751 0.7666 -1.5640 0.06
H 0.0966 1.4917 -2.0168 0.07
H 0.2089 -0.1769 -1.4679 0.07
H -0.7117 1.5883 0.2032 0.12
H 0.1230 -0.6533 1.0334 0.08
H 0.6701 0.6483 2.1445 0.06
H 1.8047 0.0120 0.9400 0.08
H 0.8014 2.9795 0.9957 0.03
O 3.5459 1.9727 4.2509 -0.05
C 3.5619 1.1845 3.0666 -0.26
C 4.7471 0.3578 2.8532 -0.27
O 4.8220 -0.5837 3.8993 -0.04
H 3.8151 1.4277 4.9899 0.08
H 2.6576 0.5639 3.0217 0.11
H 3.5578 1.8799 2.2189 0.11
H 5.6257 1.0067 2.8282 0.11
H 4.6227 -0.0944 1.8656 0.12
H 5.6717 -1.0256 3.8546 0.09
O -1.7115 0.6173 5.5284 -0.04
C -1.2532 0.7737 4.1995 -0.25
C -2.2353 1.4985 3.3437 -0.18
O -2.3429 2.9412 3.6896 -0.10
H -1.9539 1.4629 5.9224 0.08
H -0.3071 1.3189 4.1378 0.11
H -1.1097 -0.2420 3.7944 0.11
H -3.2197 1.0305 3.3726 0.13
H -1.8661 1.4889 2.3146 0.10
H -2.9338 3.0822 4.4385 0.11
O 3.8368 2.0229 -0.2876 -0.08
C 4.3974 3.2871 -0.2393 -0.28
C 5.8621 3.2208 0.0280 -0.26
O 6.2336 2.7295 1.2924 -0.05
H 2.9239 2.0928 0.0043 0.02
H 4.3037 3.7966 -1.2188 0.13
H 3.9178 3.9134 0.5366 0.13
H 6.2159 4.2415 -0.1639 0.12
H 6.3742 2.5860 -0.7259 0.12
H 5.8322 3.2623 1.9819 0.09
```

Results
SMILES   CC1(C)CCCC(C)(C)N1O.CC1(C)CCCC(C)(C)N1O.CC1(C)CCCC(C)(C)N1O.CC(C)O.CC(C)O.CC(C)O.OCCO.OCCO.OCCO
Calculated total energy   -74195.8757 eV
HOMO-LUMO gap   8.772 eV